Computed, not measured: C2H3ClFN in the gas phase at a distorted geometry, with ωB97M-V/def2-TZVPD.

```
8
Properties=species:S:1:pos:R:3:forces:R:3
C -1.243509 0.393743 -0.491206 1.50 1.81 2.49
N -0.241659 0.562493 0.356464 -2.60 0.44 -2.08
C 0.874313 -0.267712 0.525266 0.35 -1.00 0.43
F 0.736040 -1.444260 -0.122216 -0.17 -1.23 -0.77
Cl 2.384598 0.459959 -0.138012 -0.44 0.28 0.21
H -1.999410 1.202804 -0.508824 0.67 -0.06 0.51
H -1.621273 -0.327411 -1.199296 1.23 -1.25 -0.04
H 1.110900 -0.579617 1.577824 -0.53 1.00 -0.75
```
Positions in Å, forces in eV/Å.

The HOMO energy is -10.63 eV. The SMILES is C=N[C@@H](F)Cl. Its LUMO energy is 0.114 eV. The total charge is 0. For the HOMO-LUMO gap, the calculation gives 10.74 eV.